# 1
{"formula": "C39H29N4PTi", "method": "ωB97M-V/def2-TZVPD", "charge": 1, "molar_mass_g_mol": 632.53, "e_homo_ha": [-0.3574, -0.3776], "total_energy_ev": -79273.832, "homo_lumo_gap_ha": [0.2318, 0.2304], "multiplicity": 2, "elements": ["Ti", "C", "C", "C", "C", "C", "C", "N", "C", "C", "C", "C", "C", "C", "N", "N", "C", "C", "C", "C", "C", "N", "H", "H", "H", "H", "H", "H", "H", "H", "H", "H", "H", "H", "H", "C", "C", "C", "C", "C", "C", "P", "C", "C", "C", "C", "C", "C", "C", "C", "C", "C", "C", "C", "C", "C", "C", "C", "H", "H", "H", "H", "H", "H", "H", "H", "H", "H", "H", "H", "H", "H", "H", "H"], "xyz": [[-0.99552, 0.13427, 0.43527], [3.15048, 3.64151, -0.13337], [2.29224, 3.42752, -1.20383], [1.02339, 2.91248, -0.98990], [0.60349, 2.62011, 0.30609], [1.45683, 2.84961, 1.37939], [2.73112, 3.35308, 1.15576], [-0.68253, 2.04641, 0.52588], [-1.77298, 2.88902, 0.69902], [-1.78378, 4.27283, 0.54421], [-2.98306, 4.95246, 0.69228], [-4.16849, 4.28332, 0.98252], [-4.17684, 2.90771, 1.13255], [-2.97496, 2.22318, 0.99162], [-2.80759, 0.83951, 1.04674], [-3.81878, 0.12775, 1.44523], [-3.55010, -1.20260, 1.33547], [-4.47270, -2.14753, 1.80686], [-4.20026, -3.47789, 1.60449], [-3.02418, -3.84961, 0.94116], [-2.14205, -2.87200, 0.55483], [-2.37252, -1.56467, 0.77594], [4.14327, 4.03648, -0.30353], [2.61573, 3.65751, -2.21095], [0.34499, 2.72471, -1.81402], [1.11504, 2.63475, 2.38545], [3.39530, 3.52472, 1.99277], [-0.87302, 4.80847, 0.31445], [-2.99366, 6.02762, 0.57110], [-5.09045, 4.83909, 1.08339], [-5.08469, 2.36370, 1.34733], [-5.37391, -1.80009, 2.28900], [-4.89455, -4.23557, 1.94159], [-2.80190, -4.88612, 0.73384], [-1.21626, -3.11538, 0.04896], [5.76572, 0.67617, -0.08309], [5.20352, 0.12175, 1.05924], [3.88975, -0.31530, 1.04473], [3.13346, -0.19321, -0.12029], [3.69573, 0.36840, -1.26315], [5.01386, 0.79489, -1.24233], [1.39170, -0.64865, -0.14236], [1.05337, -1.73264, 1.27279], [1.20267, -3.11915, 1.30138], [0.76862, -3.83802, 2.40271], [0.16622, -3.19120, 3.47885], [0.00561, -1.81552, 3.46410], [0.44756, -1.09198, 2.36129], [0.98546, -1.51016, -1.66650], [1.82783, -2.39621, -2.29642], [1.47304, -2.95168, -3.53701], [0.30622, -2.56869, -4.14147], [-0.56855, -1.63753, -3.53569], [-1.73450, -1.18324, -4.19878], [-2.53900, -0.24598, -3.61877], [-2.24670, 0.23964, -2.32555], [-1.14469, -0.18325, -1.62037], [-0.25426, -1.11141, -2.25426], [6.79392, 1.01222, -0.07124], [5.79172, 0.02361, 1.96173], [3.45849, -0.75486, 1.93578], [3.10746, 0.46717, -2.16743], [5.45295, 1.22363, -2.13340], [1.65098, -3.62934, 0.45766], [0.89413, -4.91252, 2.42685], [-0.17444, -3.76716, 4.32850], [-0.45729, -1.30343, 4.29700], [0.37576, 0.00353, 2.39936], [2.78453, -2.64345, -1.85019], [2.13674, -3.65480, -4.02134], [0.04267, -2.96252, -5.11571], [-1.96436, -1.58086, -5.17954], [-3.41753, 0.11556, -4.13694], [-2.93546, 0.94981, -1.87775]], "lowdin_spin": [0.32, 0.00, 0.00, 0.00, 0.00, 0.00, 0.00, -0.01, 0.03, -0.01, 0.03, 0.00, 0.03, 0.00, 0.16, 0.25, 0.03, 0.04, 0.02, 0.04, 0.02, 0.05, 0.00, 0.00, 0.00, 0.00, 0.00, 0.00, 0.00, 0.00, 0.00, 0.00, 0.00, 0.00, 0.00, 0.00, 0.00, 0.00, 0.00, 0.00, 0.00, 0.00, 0.00, 0.00, 0.00, 0.00, 0.00, 0.00, 0.00, 0.00, 0.00, 0.00, 0.00, 0.00, 0.00, 0.01, 0.00, 0.00, 0.00, 0.00, 0.00, 0.00, 0.00, 0.00, 0.00, 0.00, 0.00, 0.00, 0.00, 0.00, 0.00, 0.00, 0.00, 0.00]}


# 2
{"formula": "C39H30AsF12NO3Ti", "method": "ωB97M-V/def2-TZVPD", "molar_mass_g_mol": 911.44, "e_homo_ha": -0.2595, "total_energy_ev": -165129.608, "e_above_lowest_ev": 1.468, "homo_lumo_gap_ha": 0.2673, "elements": ["Ti", "C", "C", "C", "C", "C", "N", "C", "C", "C", "C", "C", "C", "C", "C", "O", "C", "F", "F", "F", "C", "F", "F", "F", "C", "C", "C", "O", "C", "F", "F", "F", "C", "F", "F", "F", "H", "H", "H", "H", "H", "H", "H", "H", "H", "H", "H", "H", "C", "H", "H", "H", "O", "As", "C", "C", "C", "C", "C", "C", "C", "C", "C", "C", "C", "C", "C", "C", "C", "C", "C", "C", "H", "H", "H", "H", "H", "H", "H", "H", "H", "H", "H", "H", "H", "H", "H"], "xyz": [[-0.55967, 0.18166, -0.63657], [1.31883, -4.56906, -5.32009], [0.60787, -3.75924, -4.28107], [-0.42155, -4.30167, -3.51744], [-1.04719, -3.56157, -2.54336], [-0.65972, -2.24031, -2.22852], [-1.20710, -1.55449, -1.17490], [-1.89800, -2.22039, -0.17655], [-1.51074, -3.47709, 0.31685], [-2.17752, -4.09775, 1.35152], [-3.29661, -3.51195, 1.92527], [-4.05196, -4.15377, 3.04872], [-3.67917, -2.25586, 1.46998], [-2.98395, -1.58493, 0.47406], [-3.17516, -0.08863, 0.21755], [-1.98261, 0.55539, 0.37023], [-3.75025, 0.23383, -1.19349], [-4.29064, 1.45569, -1.27282], [-4.69072, -0.63344, -1.58691], [-2.79339, 0.22049, -2.14283], [-4.09845, 0.58961, 1.26193], [-3.70795, 0.30222, 2.51403], [-4.02311, 1.92182, 1.17350], [-5.39586, 0.26911, 1.16874], [0.28101, -1.64894, -3.11224], [0.89747, -2.41843, -4.09654], [0.50291, -0.13832, -3.16274], [-0.22714, 0.59248, -2.29244], [0.09837, 0.39054, -4.56585], [-0.06979, 1.71526, -4.54846], [-1.06136, -0.14225, -4.95423], [0.98816, 0.14105, -5.54262], [1.96230, 0.26329, -2.84976], [2.21878, -0.06934, -1.55986], [2.94291, -0.28716, -3.56963], [2.13304, 1.58838, -2.91170], [1.58397, -5.54562, -4.92259], [2.22480, -4.06664, -5.64467], [0.67631, -4.71744, -6.18709], [-0.74526, -5.31749, -3.69545], [-1.88833, -3.98604, -2.01342], [-0.63294, -3.94464, -0.10387], [-1.81953, -5.05074, 1.71332], [-3.61233, -5.11097, 3.31506], [-5.09571, -4.30377, 2.77656], [-4.03633, -3.50952, 3.92704], [-4.54193, -1.80747, 1.93387], [1.62269, -1.96022, -4.75130], [0.74579, -0.97945, 0.55822], [1.67620, -0.49471, 0.89269], [1.06777, -1.87364, 0.00651], [0.21775, -1.33304, 1.45371], [0.12971, 1.86095, -0.05562], [1.21063, 2.08430, 1.14210], [0.90820, 1.05848, 2.77271], [-0.43087, 0.86904, 3.07874], [-0.78775, 0.11128, 4.18092], [0.20173, -0.45485, 4.96973], [1.53879, -0.23170, 4.68449], [1.90187, 0.53308, 3.58645], [0.92189, 3.92347, 1.73415], [1.93089, 4.67857, 2.32169], [1.65957, 5.96831, 2.74599], [0.38396, 6.49226, 2.60241], [-0.62483, 5.73814, 2.02213], [-0.35692, 4.44930, 1.58914], [3.01007, 2.11094, 0.37634], [3.13197, 3.13386, -0.55968], [4.28094, 3.25459, -1.31876], [5.31935, 2.35551, -1.12999], [5.20046, 1.33727, -0.19858], [4.04427, 1.20458, 0.55637], [-1.19079, 1.28441, 2.42176], [-1.83153, -0.03814, 4.41528], [-0.06723, -1.07472, 5.81125], [2.30446, -0.66843, 5.30697], [2.94590, 0.70819, 3.35583], [2.92220, 4.24571, 2.42193], [2.44229, 6.56648, 3.18702], [0.17383, 7.49129, 2.95216], [-1.61243, 6.15973, 1.90266], [-1.11757, 3.84076, 1.10449], [2.29060, 3.81095, -0.70421], [4.35938, 4.03451, -2.06067], [6.21839, 2.43958, -1.72142], [6.00791, 0.63208, -0.06314], [3.94572, 0.38542, 1.25901]], "lowdin_charge": [1.02, -0.05, -0.27, -0.03, -0.01, -0.19, -0.07, -0.23, -0.03, -0.03, -0.27, -0.05, 0.02, -0.04, -0.29, -0.18, -0.52, 0.17, 0.18, 0.14, -0.55, 0.15, 0.16, 0.17, -0.05, 0.01, -0.31, -0.16, -0.55, 0.17, 0.18, 0.16, -0.52, 0.12, 0.17, 0.17, 0.08, 0.07, 0.08, 0.12, 0.11, 0.12, 0.11, 0.07, 0.08, 0.08, 0.12, 0.12, -0.16, -0.02, 0.03, 0.03, -0.46, 1.27, -0.30, -0.10, -0.05, -0.07, -0.07, -0.09, -0.28, -0.09, -0.08, -0.08, -0.07, -0.08, -0.28, -0.11, -0.07, -0.07, -0.07, -0.09, 0.10, 0.11, 0.11, 0.11, 0.10, 0.11, 0.10, 0.10, 0.11, 0.11, 0.12, 0.11, 0.11, 0.11, 0.10]}


# 3
{"formula": "C39H30Br2Cl2N6O8Pb", "method": "ωB97M-V/def2-TZVPD", "charge": -2, "molar_mass_g_mol": 1148.62, "e_homo_ha": -0.0133, "total_energy_ev": -236629.656, "e_above_lowest_ev": 2.165, "homo_lumo_gap_ha": 0.1427, "elements": ["Pb", "O", "C", "C", "C", "C", "C", "C", "C", "O", "N", "N", "C", "C", "Br", "C", "C", "C", "C", "C", "C", "C", "H", "H", "H", "H", "H", "H", "H", "H", "H", "H", "H", "H", "H", "H", "O", "C", "O", "C", "C", "N", "N", "C", "C", "O", "O", "H", "H", "H", "Cl", "C", "C", "C", "C", "N", "C", "H", "H", "H", "H", "Br", "C", "C", "N", "C", "C", "C", "C", "O", "O", "H", "H", "H", "Cl", "C", "C", "C", "C", "C", "C", "C", "H", "H", "H", "H", "H", "H"], "xyz": [[-1.00890, 0.10032, -0.08109], [1.67740, -3.81198, 1.36201], [2.74400, -3.78148, 0.55181], [3.69290, -4.79468, 0.66541], [4.79290, -4.82438, -0.16569], [4.95580, -3.84798, -1.12959], [4.02210, -2.83138, -1.24159], [2.91330, -2.77168, -0.41549], [1.89310, -1.64028, -0.41249], [0.62630, -2.08738, -0.14519], [1.86800, -0.91998, -1.67159], [1.07960, 0.14382, -1.78569], [1.14160, 0.86282, -2.85739], [0.33440, 2.00342, -3.10179], [-0.64830, 2.62142, -1.56219], [0.28710, 2.55362, -4.34999], [-0.46720, 3.63892, -4.90439], [-1.00640, 4.72152, -4.19139], [-1.77620, 5.67192, -4.82939], [-2.03950, 5.58952, -6.18889], [-1.47230, 4.55462, -6.91939], [-0.68800, 3.61202, -6.29429], [1.05420, -3.10688, 1.00051], [3.54550, -5.54518, 1.42671], [5.52140, -5.61548, -0.06479], [5.80770, -3.87328, -1.79409], [4.18780, -2.08018, -2.00079], [2.20740, -0.93198, 0.39901], [2.63320, -1.00538, -2.33289], [1.85260, 0.58492, -3.64569], [0.84320, 1.98952, -5.09559], [-0.81950, 4.82112, -3.13629], [-2.19130, 6.48712, -4.25369], [-2.68090, 6.31482, -6.67139], [-1.65360, 4.47942, -7.98399], [-0.25640, 2.80772, -6.87809], [-3.83700, -4.11568, -4.67499], [-4.11930, -3.71338, -3.39329], [-5.16370, -4.01698, -2.89409], [-3.00210, -3.00788, -2.75469], [-1.70060, -3.51048, -2.67539], [-0.94900, -2.63208, -2.00209], [-1.69880, -1.59128, -1.66619], [-2.94010, -1.76988, -2.07069], [-3.91480, -0.64718, -1.69079], [-5.02230, -0.61608, -2.20689], [-3.43210, 0.16022, -0.84759], [-2.97800, -3.76728, -4.94789], [-1.29760, -4.43528, -3.04679], [-0.05860, -2.59808, -1.32629], [-2.27750, -5.46028, 2.19801], [-2.22250, -3.76688, 2.51841], [-2.65580, -3.27518, 3.74401], [-2.58000, -1.90198, 3.94681], [-2.09600, -1.09868, 2.92911], [-1.70550, -1.58798, 1.75871], [-1.75590, -2.89478, 1.55131], [-3.03320, -3.94418, 4.50251], [-2.90300, -1.46868, 4.88191], [-1.99680, -0.02728, 3.02611], [-1.39440, -3.23898, 0.59621], [-1.33360, 4.03842, 7.01491], [-2.06310, 4.20392, 5.25371], [-3.10590, 5.09352, 5.05501], [-3.64670, 5.29022, 3.86541], [-3.15840, 4.60742, 2.84201], [-2.12300, 3.68612, 2.94931], [-1.55790, 3.46552, 4.19901], [-1.63940, 2.94252, 1.69521], [-1.57970, 3.62082, 0.67201], [-1.37650, 1.73552, 1.88911], [-3.50500, 5.67602, 5.87691], [-3.59210, 4.80172, 1.87191], [-0.74250, 2.76382, 4.30801], [3.32700, 2.94802, 2.62351], [3.75130, 1.34982, 3.18421], [4.98010, 1.19002, 3.76921], [5.38600, -0.06168, 4.21981], [4.50860, -1.13878, 4.09081], [3.27450, -0.98058, 3.52511], [2.81700, 0.27972, 3.01461], [1.58670, 0.42582, 2.42711], [5.63680, 2.04372, 3.87371], [6.36300, -0.18728, 4.66431], [4.81620, -2.11258, 4.45491], [2.60760, -1.82878, 3.44671], [1.24330, 1.37442, 2.05621], [0.88750, -0.39058, 2.40121]], "lowdin_charge": [1.42, 0.04, -0.28, -0.02, -0.11, -0.12, -0.05, -0.07, -0.41, -0.32, 0.01, -0.06, -0.22, -0.55, 0.94, -0.10, -0.23, -0.05, -0.09, -0.10, -0.11, -0.05, 0.06, 0.11, 0.09, 0.09, 0.09, 0.14, 0.12, 0.12, 0.10, 0.07, 0.10, 0.09, 0.09, 0.10, 0.08, -0.47, 0.13, -0.08, -0.04, 0.01, -0.07, -0.12, -0.65, 0.03, -0.16, 0.10, 0.12, 0.10, 0.67, -0.64, -0.09, -0.04, -0.11, 0.00, -0.15, 0.10, 0.11, 0.09, 0.10, 0.67, -0.66, -0.23, 0.05, -0.09, -0.09, -0.04, -0.67, -0.13, -0.18, 0.09, 0.12, 0.12, 0.60, -0.64, -0.19, -0.18, -0.16, -0.09, -0.39, -0.10, 0.08, 0.06, 0.08, 0.09, -0.02, 0.01]}


Which formula does entry 2 have?
C39H30AsF12NO3Ti